No. 1
The following is a DFT calculation (ωB97M-V with the def2-TZVPD basis set) of a molecular structure, C32H46ClFMnOP4.

Expectation value of S² = 4.09
Charge = +2
Spin multiplicity = 4
Strongest force on any atom = 7.2 eV Å⁻¹
E = -4397.9379 a.u.
E_LUMO (alpha / beta) = -5.559 / -7.578 eV

```
86
Properties=species:S:1:pos:R:3:forces:R:3:mulliken_charge:R:1
P 2.97448 -0.53819 -1.86654 -2.55 -0.30 1.81 0.09
C 2.60698 -2.12810 -2.49597 -0.30 -0.06 -0.48 1.33
C 2.91379 -1.94936 -3.86583 0.14 -0.60 0.35 -0.74
H 2.90990 -0.93269 -4.25401 0.21 -0.22 -0.28 0.46
C 3.29457 -3.03733 -4.61523 -0.23 -0.46 -0.29 -0.80
H 3.61421 -2.87779 -5.64139 -0.10 -0.28 0.12 0.43
C 3.26297 -4.31252 -4.03100 0.25 0.18 -0.38 -0.41
H 3.57890 -5.16540 -4.64194 -0.14 0.29 0.37 0.41
C 2.83973 -4.50867 -2.70897 -0.28 0.23 -0.08 -0.62
H 2.81659 -5.52552 -2.31563 -0.15 0.34 -0.02 0.44
C 2.46808 -3.41726 -1.92075 0.57 0.36 -0.41 -0.66
H 2.08933 -3.55299 -0.90717 0.39 0.07 -0.17 0.44
C 1.87293 0.77815 -2.34915 -0.23 0.32 0.14 0.54
C 0.70386 0.71763 -3.15379 0.52 0.25 -0.08 0.26
H 0.17536 -0.22320 -3.33779 0.47 0.25 0.01 0.59
C 0.23721 1.90182 -3.73409 0.43 0.45 0.44 -0.75
H -0.62031 1.91175 -4.40643 0.15 -0.16 0.26 0.50
C 0.90396 3.12022 -3.47878 0.14 -0.12 0.00 -0.53
H 0.56599 4.05089 -3.95338 0.10 -0.53 0.14 0.46
C 2.02079 3.17135 -2.62766 -0.45 0.26 0.12 -0.85
H 2.54554 4.10824 -2.43416 -0.29 -0.18 -0.11 0.48
C 2.47303 2.01502 -2.01829 -0.27 -0.35 -0.63 -0.98
H 3.33142 2.01412 -1.34697 -0.04 0.18 -0.24 0.48
C 3.61359 -0.47138 -0.18834 0.35 0.01 -0.72 1.08
C 4.96063 -0.57202 -0.57890 -0.02 0.12 0.57 -0.80
H 5.14636 -0.80531 -1.63437 0.61 0.05 0.44 0.43
C 5.96411 -0.33314 0.32767 0.21 -0.03 0.67 -0.75
H 6.99236 -0.37091 -0.02259 -0.08 0.03 0.40 0.45
C 5.60752 -0.05956 1.65974 0.64 -0.02 -0.52 -0.60
H 6.42840 0.11312 2.36097 -0.46 -0.02 -0.06 0.39
C 4.27186 -0.01788 2.07957 0.05 -0.12 -0.18 -0.80
H 4.08062 0.16805 3.14579 -0.16 -0.14 -0.62 0.46
C 3.23899 -0.21840 1.15261 0.15 -0.11 -0.34 0.67
H 2.18811 -0.23795 1.46455 0.50 0.14 -0.18 -0.08
Mn -1.80709 -1.06840 1.00142 -4.18 -1.16 1.59 -1.17
C -2.40758 0.81611 1.30517 1.52 0.52 -0.24 -2.11
C -1.51948 1.80638 1.00366 -0.81 0.47 -0.11 0.84
H -3.40383 1.01003 1.72132 0.33 0.05 -0.07 0.59
C -0.15654 1.41447 0.36634 -0.72 1.17 1.01 2.43
O 0.87313 2.08333 1.16483 -0.60 -0.73 -0.26 -0.76
H 1.76685 1.91787 0.83814 -0.17 -0.18 -0.24 0.21
C -0.27229 -0.04579 0.41122 0.92 -2.74 2.12 0.68
H -0.03473 1.76572 -0.66157 -0.27 -0.02 -0.11 -0.82
C -0.06967 -1.30803 0.80673 3.98 3.52 -4.90 -0.56
Cl -1.80334 -3.42115 0.73812 0.11 0.65 -0.06 -0.31
P -1.65747 -1.57379 3.30242 0.76 -0.11 0.04 1.52
P -3.19341 -1.15081 -0.84316 -1.59 -0.53 -0.74 0.86
C -1.99579 -3.16529 4.06809 -0.25 -0.51 -0.37 -1.24
H -1.77794 -3.97253 3.33948 -0.08 0.50 0.50 0.30
H -3.04877 -3.19976 4.32572 -0.04 -0.14 0.08 0.41
H -1.37732 -3.28873 4.95939 0.01 0.05 -0.10 0.44
C 0.22870 -1.67233 3.35701 -0.02 -0.15 0.25 -1.45
H 0.62835 -0.66543 3.17638 -0.01 -0.23 0.10 0.18
H 0.62910 -2.36583 2.59062 -0.32 0.26 0.57 0.29
H 0.54467 -2.02226 4.34169 0.11 0.07 0.09 0.64
C -1.85936 -0.23682 4.49006 -0.02 0.25 0.11 -1.32
H -2.92694 -0.09202 4.63933 0.09 0.11 0.20 0.39
H -1.40828 0.68406 4.08545 -0.09 -0.34 0.22 0.22
H -1.36313 -0.52046 5.43068 -0.14 0.19 -0.27 0.44
C -4.56915 -2.30858 -0.44814 0.22 0.10 -0.20 -1.35
H -5.18942 -1.86702 0.34179 0.12 -0.11 -0.18 0.36
H -4.13217 -3.24582 -0.07694 -0.29 0.37 -0.19 0.40
H -5.16084 -2.49103 -1.35254 -0.02 0.04 0.22 0.45
C -4.06330 0.36916 -1.34859 0.04 -0.06 -0.11 -1.21
H -3.32515 1.11899 -1.64783 -0.12 0.00 -0.02 0.21
H -4.62893 0.75134 -0.49160 0.04 -0.07 -0.20 0.32
H -4.74372 0.16025 -2.18056 0.06 0.13 0.13 0.50
C -2.48157 -1.78322 -2.40949 0.04 0.06 0.16 -1.06
H -1.87043 -2.67048 -2.21538 -0.14 0.15 0.03 0.31
H -1.86124 -1.01033 -2.87800 -0.14 -0.12 0.10 0.11
H -3.30068 -2.04657 -3.08584 0.14 0.05 0.03 0.52
P -1.91599 3.57787 1.25352 0.65 -1.99 -0.04 1.44
C -3.62919 3.70430 1.74101 -0.12 0.32 -0.13 -1.28
C -1.59719 4.39124 -0.30864 -0.23 0.50 -0.01 -1.22
H -3.83338 3.08732 2.62136 0.13 0.13 -0.13 0.42
H -4.28031 3.39679 0.91613 0.11 0.06 0.15 0.38
H -3.81685 4.75414 1.98045 -0.17 -0.08 0.03 0.43
H -0.57815 4.18490 -0.65447 -0.16 0.04 0.19 0.23
H -1.72703 5.46928 -0.15591 0.08 -0.12 -0.25 0.50
H -2.31415 4.03968 -1.06101 0.14 0.07 0.19 0.39
C -0.83407 4.20704 2.53278 -0.01 0.37 0.04 -1.28
H -1.12649 3.79726 3.51096 0.05 0.12 -0.34 0.43
H -0.91465 5.30165 2.54316 0.15 -0.20 0.18 0.49
H 0.18544 3.87994 2.28781 -0.33 0.22 0.12 0.27
H 0.56814 -1.87988 0.11324 0.16 -0.92 1.61 0.21
F -3.51929 -1.43157 2.85240 0.96 0.12 -0.79 -0.69
```
Positions in Å, forces in eV/Å.

No. 2
The following is a DFT calculation (ωB97M-V with the def2-TZVPD basis set) of a molecular structure, C27H49AlBBrCl5MgN2O8.

Charge = +1
Strongest force on any atom = 3.0 eV Å⁻¹
E = -7111.2318 a.u.
E_LUMO = -7.979 eV

```
95
Properties=species:S:1:pos:R:3:forces:R:3:mulliken_charge:R:1
C 3.40787 -2.17164 2.45488 0.09 0.00 -0.59 -0.76
C 3.45098 -2.17930 1.08673 -0.05 0.16 0.61 -0.85
C 2.65783 -1.13953 0.26124 1.73 0.07 0.90 1.98
C 2.91311 0.26082 0.91524 -0.67 0.23 -0.79 -2.11
C 2.99634 1.46747 -0.02802 0.44 1.01 0.43 -0.37
C 3.53728 2.70939 0.73122 -0.28 -1.06 -0.41 -0.71
C 2.61037 3.11158 1.87653 0.60 1.30 0.02 -0.91
C 1.50902 4.12913 1.45400 -0.07 -0.93 0.99 -0.49
C 0.09165 3.50696 1.52676 0.02 0.76 -0.92 -1.03
C -0.46962 3.25395 0.09938 -0.35 -0.08 0.70 0.02
C -1.77294 4.02125 -0.17598 0.65 -0.64 -0.51 -0.37
C -2.10031 3.99645 -1.67960 0.03 -0.35 0.38 -0.65
C -3.02043 2.83903 -2.17544 -0.05 1.12 0.43 -0.32
C -3.62161 3.22995 -3.54067 0.58 -1.01 0.18 -1.38
C 3.20004 -1.20818 -1.14996 -0.25 0.47 -0.69 0.33
O 4.23606 -1.87218 -1.38666 0.34 -0.21 0.12 -0.75
O 2.64800 -0.59676 -2.07940 -0.31 -0.23 0.03 -0.55
N 1.25195 -1.54699 0.41957 0.11 0.17 -0.85 1.15
C 0.28405 -0.62785 -0.18468 -0.73 -0.19 -0.06 0.97
C -1.12426 -0.82868 0.43176 -0.05 0.66 -0.13 -0.82
C -2.18205 -1.38777 -0.54566 -0.78 -0.12 -0.47 -1.24
C -3.13246 -2.31224 0.19365 1.81 2.01 1.29 0.09
C -4.17891 -1.58087 1.05250 -0.53 -0.49 -0.43 -0.58
O -3.70448 -1.60224 2.35348 -0.04 -0.11 -0.14 -0.24
C -4.66919 -1.84205 3.38070 -0.27 0.09 0.77 -0.44
C -5.21453 -0.54330 3.96705 0.23 -0.09 0.13 -0.96
C 1.01161 -2.92893 -0.06402 -0.39 -0.46 0.28 -1.06
B 0.55675 -3.93884 1.07753 0.35 -0.11 0.05 0.41
O 1.04448 -5.24440 1.06204 -0.03 0.67 -0.09 -0.48
O -0.30734 -3.56474 2.08057 0.48 -0.28 0.42 -0.52
H 3.69486 -1.32036 3.06410 -1.28 0.40 0.02 0.29
H 3.04754 -3.06931 2.95382 1.39 -0.36 0.29 0.27
H 4.02843 -2.95554 0.59706 -1.31 -0.81 -0.23 0.53
H 2.05750 0.38037 1.58078 0.18 0.07 0.23 0.53
H 3.82110 0.27658 1.51778 0.03 -0.29 -0.05 0.77
H 3.66078 1.29688 -0.87343 -0.10 -0.21 -0.03 0.45
H 2.03014 1.79271 -0.42136 -0.11 -0.48 -0.19 0.23
H 3.62038 3.51140 -0.00166 0.01 0.14 0.14 -0.01
H 4.56177 2.49145 1.04686 -0.08 0.04 0.27 0.46
H 3.22096 3.60796 2.63629 -0.01 -0.10 0.04 0.41
H 2.15264 2.26396 2.38124 0.06 -0.11 -0.07 0.55
H 1.72501 4.51035 0.45618 -0.10 0.06 0.00 0.30
H 1.55233 4.96607 2.15162 0.02 0.09 -0.12 0.32
H -0.56809 4.21446 2.03398 -0.10 -0.08 -0.01 0.61
H 0.08069 2.60229 2.13406 0.10 -0.05 -0.04 0.42
H -0.70077 2.18998 -0.00842 0.12 -0.05 -0.24 -0.88
H 0.28414 3.51709 -0.64561 0.01 -0.06 0.00 0.68
H -2.53887 3.50294 0.37549 -0.55 0.22 0.38 0.07
H -1.69758 5.04769 0.18181 -0.02 0.00 0.00 0.48
H -1.14271 3.85380 -2.18695 -0.13 0.37 -0.36 0.33
H -2.50128 4.97425 -1.97510 -0.08 -0.10 -0.12 0.38
H -2.39579 1.95178 -2.26145 -0.33 -0.25 0.02 0.18
H -3.83968 2.61589 -1.43928 0.72 -0.09 -0.24 0.20
H -4.63850 2.81982 -3.63190 0.06 0.01 -0.39 0.46
H -3.67678 4.33847 -3.59070 0.80 -0.62 0.18 0.30
H -2.98958 2.84032 -4.34057 -0.09 0.26 -0.16 0.49
H 0.55641 0.41307 -0.04586 0.35 -0.08 0.22 -1.77
H 0.20372 -0.77309 -1.26822 0.17 -0.03 -0.01 0.48
H -1.07530 -1.40945 1.34945 0.06 -0.04 -0.10 0.26
H -1.49062 0.15868 0.72325 -0.01 -0.05 0.24 0.85
H -1.74275 -1.86456 -1.42187 0.24 -0.22 0.24 0.74
H -2.77416 -0.56038 -0.95121 0.09 -0.01 -0.07 0.30
H -3.77740 -3.03351 -0.58383 -0.17 -0.74 -1.17 -0.06
H -2.52705 -2.92840 0.86575 -0.44 -0.86 -0.38 0.40
H -5.15280 -2.07508 0.94437 -0.08 0.12 0.22 0.61
H -4.29955 -0.55144 0.68579 0.11 -0.01 -0.06 0.21
H -5.48985 -2.47727 3.03828 0.15 0.01 -0.35 0.37
H -4.15666 -2.38796 4.17278 0.10 -0.10 -0.16 0.31
H -6.13428 -0.75842 4.51344 -0.05 0.07 -0.12 0.37
H -5.39640 0.20927 3.20267 -0.19 -0.01 -0.07 0.26
H -4.51457 -0.12449 4.68970 0.07 0.06 -0.11 0.28
H 1.86804 -3.37636 -0.57553 0.10 0.29 -0.06 0.17
H 0.19847 -2.93461 -0.80266 0.11 0.09 -0.12 0.26
H 1.76010 -5.29275 1.70843 -0.16 -0.46 0.08 0.25
H -0.01751 -2.77470 2.55163 -0.32 0.26 -0.30 0.35
Mg -5.31694 4.24628 -1.50729 -0.44 0.12 1.82 0.60
C 4.27453 -3.12743 -5.03536 0.35 0.96 0.85 0.84
O 4.06455 -4.25514 -4.52659 -0.22 -0.18 -0.57 -0.40
O 4.70275 -2.16692 -4.21283 -0.23 -0.91 -0.39 -0.34
O 4.08714 -2.88052 -6.22557 -0.15 -0.41 -0.16 -0.39
H 4.74159 -2.65292 -3.35841 0.13 0.84 0.59 0.30
Cl -3.66730 -3.77258 -2.01718 -0.25 0.31 0.88 -0.20
Al -5.16321 5.10529 -4.51687 -0.97 0.45 -0.17 0.33
C 0.28885 -8.06342 -0.15081 -0.01 -0.18 -0.06 -0.42
C -0.31084 -9.25550 0.43885 0.09 0.20 -0.12 0.24
N -0.78129 -10.18817 0.90821 -0.11 -0.20 0.11 -0.35
H 0.96730 -8.34913 -0.95301 -0.01 0.00 -0.01 0.32
H -0.48954 -7.41995 -0.55613 0.01 0.02 0.01 0.18
H 0.83974 -7.51312 0.60361 -0.02 0.03 0.00 0.05
C 5.37322 6.27739 -1.47735 0.03 0.02 -0.01 0.36
Cl 3.99408 6.30746 -0.36449 -0.01 0.05 0.01 -0.09
Cl 4.88154 6.95019 -3.03296 -0.01 -0.01 0.00 -0.10
Cl 6.68760 7.23685 -0.80411 -0.01 -0.01 0.00 -0.09
Cl 5.90925 4.60858 -1.69958 -0.01 -0.01 0.00 -0.09
Br -5.16060 3.44011 1.38613 -0.13 0.27 -1.68 -0.60
```
Positions in Å, forces in eV/Å.

No. 3
The following is a DFT calculation (ωB97M-V with the def2-TZVPD basis set) of a molecular structure, C12H8P.

Charge = +1
Energy relative to the best compared isomer or geometry (same formula, charge and spin) = 160.1 kJ/mol
Strongest force on any atom = 3.6 eV Å⁻¹
E = -802.7191 a.u.
E_LUMO (alpha / beta) = -6.323 / -6.164 eV

```
21
Properties=species:S:1:pos:R:3:forces:R:3:mulliken_charge:R:1
C -3.67512 0.26678 0.07002 1.75 1.85 -2.00 -0.60
C -2.88995 1.17016 -0.64227 0.80 0.99 -0.46 -0.54
C -1.61491 -1.50338 0.23599 0.93 1.78 0.32 -0.94
C -0.48720 -0.55032 -0.24116 0.29 1.09 -2.69 0.81
C 0.68830 -0.08881 0.65248 -0.23 -1.19 -0.66 -0.53
C 1.57488 -1.32594 0.79536 -0.40 0.73 0.06 -0.43
C 2.82476 1.07072 -0.19605 -2.11 -2.33 0.08 -0.60
C 3.30314 -0.15693 -0.51603 -0.48 0.82 -0.03 -0.30
C -2.48384 -0.49775 0.39241 1.31 -0.55 0.83 0.14
C -1.63725 0.49335 -0.26268 -0.89 -0.73 1.21 0.00
C 1.45294 1.20776 0.17366 -1.87 0.22 1.38 0.33
C 2.57582 -1.24736 -0.02621 1.55 -1.31 0.19 -0.48
P 0.52949 2.64912 0.28320 0.39 -1.57 -0.31 0.09
H -4.67859 0.07120 -0.02485 -2.31 -0.38 0.30 0.46
H -2.89301 2.01968 -1.35685 -0.96 -0.71 0.70 0.40
H -1.62566 -2.53598 0.15716 -0.25 -1.83 0.08 0.50
H -0.17791 -0.73812 -1.31531 0.15 -0.04 1.15 0.51
H 0.19262 0.01741 1.58321 -0.17 0.78 1.28 0.70
H 1.43160 -2.04948 1.60059 -0.13 0.08 -0.45 0.46
H 3.36800 1.90404 -0.31345 1.98 2.92 -0.65 0.54
H 4.22187 -0.17617 -1.04923 0.67 -0.63 -0.33 0.47
```
Positions in Å, forces in eV/Å.

No. 4
The following is a DFT calculation (ωB97M-V with the def2-TZVPD basis set) of a single C7H10Si molecule.

Energy relative to the best compared isomer or geometry (same formula, charge and spin) = 279.0 kJ/mol
Strongest force on any atom = 1.7 eV Å⁻¹
E = -562.0104 a.u.
E_LUMO (alpha / beta) = 0.238 / 0.175 eV

```
18
Properties=species:S:1:pos:R:3:forces:R:3:mulliken_charge:R:1
C 1.13921 1.58421 1.21006 0.46 -0.15 0.03 -0.23
C 2.11451 0.71701 0.87856 -0.03 0.44 0.21 -0.17
C -0.28470 1.56312 0.95398 -0.16 0.15 0.01 -0.17
C 2.06485 -0.52353 0.13062 0.24 -0.18 -0.05 0.43
C -0.96511 0.69631 0.23954 1.26 -0.86 -0.26 0.14
C 1.05312 -1.09124 -0.47358 -1.53 0.75 0.12 -0.89
C -2.33924 0.44140 -0.15932 -0.18 -0.11 -0.11 -1.29
Si -0.12689 -2.10899 -1.41799 0.46 0.14 0.15 0.46
H 1.45681 2.45014 1.77754 0.09 0.00 0.03 0.28
H 3.11376 0.97396 1.20896 -0.02 0.07 0.05 0.28
H -0.81861 2.39864 1.41880 -0.17 -0.09 -0.08 0.29
H 3.03522 -1.02460 0.07162 -0.01 -0.09 -0.06 0.33
H -2.66078 -0.53085 0.21762 -0.11 -0.01 -0.02 0.29
H -3.01669 1.21179 0.22772 0.01 0.01 0.02 0.39
H -2.42416 0.41965 -1.24699 -0.07 -0.01 -0.03 0.30
H 0.52876 -3.27320 -2.05437 0.03 -0.06 -0.01 -0.18
H -0.71976 -1.29645 -2.49160 -0.12 0.06 -0.04 -0.12
H -1.15029 -2.60739 -0.49117 -0.19 -0.04 0.04 -0.13
```
Positions in Å, forces in eV/Å.